1.
This record from the Open Molecules 2025 dataset describes a structure of composition C36H45F5N9S2SiTi. The level of theory is wB97M-V/def2-TZVPD.

Computed properties:
multiplicity: 1
energy above the lowest of the compared OMol25 structures with the same formula, charge and spin: 38.7 kJ/mol
HOMO level: -10.42 eV
net charge: +1
lowest unoccupied orbital energy: -3.6 eV

Last column: Löwdin charge in e.
Positions of all 99 atoms, in Å:
Ti1 -0.225 0.179 -0.623  0.9397
C1 3.851 -0.626 -0.185  -0.0531
C2 3.138 0.701 -0.005  -0.2444
N1 1.780 0.642 0.614  -0.2181
C3 1.840 -0.123 1.890  -0.2177
C4 2.820 0.402 2.931  -0.0408
C5 1.350 2.042 0.802  -0.1867
C6 0.013 2.103 1.515  -0.1808
N2 -0.831 1.013 1.002  -0.1232
C7 -1.744 0.491 1.928  -0.1887
C8 -1.831 -0.880 2.164  -0.1776
F1 -1.046 -1.722 1.474  0.0714
C9 -2.725 -1.398 3.083  -0.2103
F2 -2.748 -2.722 3.273  0.1054
C10 -3.567 -0.576 3.803  0.0957
C11 -3.494 0.785 3.576  -0.2043
F3 -4.304 1.616 4.230  0.1207
C12 -2.605 1.308 2.656  -0.1619
F4 -2.600 2.628 2.419  0.1099
H1 4.764 -0.442 -0.751  0.0936
H2 3.255 -1.345 -0.740  0.0588
H3 4.135 -1.081 0.764  0.0637
H4 3.033 1.187 -0.970  0.0691
H5 3.755 1.359 0.617  0.1200
H6 2.076 -1.153 1.625  0.0768
H7 0.844 -0.145 2.321  0.0991
H8 3.855 0.368 2.594  0.0780
H9 2.745 -0.225 3.820  0.0651
H10 2.595 1.425 3.239  0.0796
H11 1.275 2.491 -0.194  0.0849
H12 2.095 2.626 1.353  0.1349
H13 -0.432 3.090 1.362  0.1141
H14 0.142 1.982 2.594  0.1334
H15 -4.267 -0.983 4.518  0.1477
C13 -3.996 0.144 -0.124  -0.1315
Si1 -3.235 -1.182 -1.203  0.4833
C14 -3.695 -2.842 -0.483  -0.1388
C15 -3.993 -0.902 -2.895  -0.1546
N3 -1.423 -1.150 -1.254  -0.1584
C16 -0.833 -2.287 -1.869  -0.2861
C17 -1.415 -3.173 -2.777  -0.0288
C18 -0.675 -4.227 -3.297  -0.0542
C19 0.650 -4.432 -2.939  -0.0530
C20 1.258 -3.573 -2.034  -0.0198
C21 0.483 -2.558 -1.547  -0.2638
F5 1.006 -1.638 -0.653  -0.1012
H16 -4.968 0.371 -0.569  0.0558
H17 -3.448 1.080 -0.062  0.0111
H18 -4.183 -0.220 0.887  0.0330
H19 -4.696 -2.784 -0.048  0.0469
H20 -2.999 -3.122 0.312  0.0373
H21 -3.700 -3.649 -1.214  0.0361
H22 -5.033 -1.236 -2.822  0.0513
H23 -3.537 -1.425 -3.733  0.0312
H24 -4.023 0.161 -3.138  0.0212
H25 -2.442 -3.055 -3.084  0.0828
H26 -1.150 -4.899 -3.999  0.1137
H27 1.212 -5.253 -3.362  0.1144
H28 2.283 -3.688 -1.711  0.1160
N4 -3.866 5.520 -4.706  0.1966
C22 -3.382 4.693 -4.075  -0.1510
C23 -2.764 3.659 -3.289  -0.1903
C24 -2.345 2.474 -3.883  0.0282
C25 -1.729 1.523 -3.096  -0.1615
N5 -1.522 1.692 -1.785  -0.0231
C26 -1.956 2.820 -1.216  -0.1094
C27 -2.581 3.829 -1.923  0.0182
H29 -2.489 2.298 -4.939  0.1370
H30 -1.380 0.594 -3.522  0.0922
H31 -1.814 2.911 -0.150  0.0941
H32 -2.915 4.725 -1.419  0.1337
C28 4.475 -3.552 2.788  -0.0609
N6 3.221 -3.170 3.392  -0.1687
C29 3.138 -2.939 4.830  -0.1171
C30 1.625 -2.809 5.083  -0.1281
N7 1.066 -3.157 3.785  0.0203
C31 2.011 -3.458 2.862  -0.8649
S1 1.695 -4.052 1.339  0.6819
H33 5.254 -2.862 3.112  0.0922
H34 4.375 -3.509 1.706  0.0529
H35 4.761 -4.569 3.071  0.0982
H36 3.688 -2.039 5.109  0.1145
H37 3.574 -3.782 5.375  0.1263
H38 1.346 -1.794 5.373  0.1082
H39 1.283 -3.490 5.862  0.1188
H40 0.118 -3.454 3.635  0.1237
C32 1.024 5.520 -1.788  -0.0135
C33 1.512 4.382 -2.630  -0.3129
C34 2.337 4.581 -3.726  -0.0050
C35 2.770 3.451 -4.400  -0.1041
N8 2.419 2.223 -4.037  0.0626
C36 1.604 2.133 -2.988  -0.7313
S2 1.158 0.471 -2.588  0.7858
N9 1.135 3.150 -2.266  0.0882
H41 1.230 6.480 -2.256  0.0833
H42 1.518 5.500 -0.814  0.0885
H43 -0.048 5.431 -1.615  0.0668
H44 2.637 5.572 -4.033  0.1139
H45 3.426 3.527 -5.260  0.1175

=====

2.
This record from the Open Molecules 2025 dataset describes a cluster of 3 separate species, C12H19N3O4 in total in a non-equilibrium geometry. The level of theory is wB97M-V/def2-TZVPD.

Computed properties:
multiplicity: 1
SMILES string: O=[N+]([O-])c1ccccc1.CN(C)C=O.CN(C)C=O
energy above the lowest of the compared OMol25 structures with the same formula, charge and spin: 909.6 kJ/mol
HOMO level: -9.41 eV
net charge: 0
lowest unoccupied orbital energy: -0.6 eV

Last column: natural (NBO) charge in e.
Positions of all 38 atoms, in Å:
O1 3.364 3.379 -1.538  -0.3752
N1 3.836 2.756 -0.599  0.5364
O2 4.800 2.999 0.033  -0.3478
C1 3.153 1.446 -0.154  0.0176
C2 1.839 1.019 -0.844  -0.1803
C3 1.106 -0.247 -0.361  -0.1911
C4 1.645 -0.979 0.849  -0.1866
C5 2.859 -0.586 1.377  -0.1881
C6 3.582 0.744 1.116  -0.1368
H1 1.372 1.373 -1.676  0.2354
H2 0.232 -0.640 -0.821  0.2104
H3 1.137 -1.797 1.073  0.2009
H4 3.119 -1.043 2.198  0.1908
H5 4.273 0.961 1.774  0.2113
C7 -1.850 -2.426 2.570  -0.3996
N2 -1.416 -3.603 1.853  -0.4852
C8 -0.708 -4.562 2.574  -0.4412
C9 -1.877 -3.942 0.526  0.5518
O3 -1.692 -4.966 -0.032  -0.5593
H6 -1.159 -1.718 2.256  0.1955
H7 -1.864 -2.476 3.612  0.2150
H8 -2.872 -2.233 2.191  0.2016
H9 0.385 -4.460 2.683  0.1919
H10 -0.573 -5.709 2.213  0.2423
H11 -1.159 -4.705 3.645  0.1901
H12 -2.494 -3.126 0.188  0.0982
C10 -1.936 4.016 -1.535  -0.3992
N3 -1.451 2.914 -2.313  -0.4122
C11 -2.017 1.589 -1.964  -0.4344
C12 -0.729 3.143 -3.404  0.5139
O4 -0.165 2.260 -4.098  -0.6394
H13 -1.931 4.836 -2.101  0.2014
H14 -1.237 4.226 -0.843  0.1958
H15 -2.939 3.968 -1.122  0.2047
H16 -1.704 0.825 -2.737  0.2412
H17 -3.030 1.507 -1.880  0.2029
H18 -1.454 1.116 -1.146  0.2009
H19 -0.457 4.155 -3.571  0.1261

=====

3.
This record from the Open Molecules 2025 dataset describes a cluster of 9 separate species, C32H86Br2N7O7 in total in a non-equilibrium geometry. The level of theory is wB97M-V/def2-TZVPD.

Computed properties:
multiplicity: 1
HOMO level: -16.83 eV
net charge: +5
lowest unoccupied orbital energy: -11.4 eV

Last column: Löwdin charge in e.
Positions of all 134 atoms, in Å:
C1 16.818 12.889 12.518  0.0513
C2 15.610 12.365 13.324  -0.3614
O1 14.987 12.869 14.123  0.2219
N1 15.284 10.785 12.988  0.0855
H1 14.279 10.976 12.851  0.1791
H2 15.752 10.460 12.131  0.1810
C3 15.597 9.921 14.147  -0.0071
H3 17.707 12.596 13.071  0.1001
H4 16.875 13.971 12.414  0.0950
H5 16.954 12.428 11.527  0.1049
H6 16.668 9.871 14.260  0.1080
H7 15.181 8.898 14.056  0.1263
H8 15.173 10.293 15.054  0.0871
C4 17.296 10.255 24.860  0.0173
C5 17.331 10.647 23.372  -0.4300
C6 18.544 10.054 22.631  -0.1027
C7 18.494 8.494 22.640  -0.1350
C8 17.298 8.115 21.806  -0.1380
C9 15.942 8.675 22.232  -0.4376
N2 16.154 10.150 22.583  0.0082
O2 15.352 10.986 22.255  0.1980
C10 15.344 8.051 23.468  0.0206
C11 14.882 8.657 21.078  -0.0009
C12 17.327 12.239 23.279  -0.0023
H9 17.429 9.169 25.084  0.0935
H10 16.399 10.548 25.365  0.0995
H11 18.199 10.740 25.258  0.1203
H12 19.463 10.310 23.178  0.1408
H13 18.637 10.486 21.614  0.1354
H14 18.361 8.020 23.630  0.1264
H15 19.373 8.081 22.164  0.1274
H16 17.047 7.037 21.788  0.1517
H17 17.413 8.440 20.759  0.1291
H18 14.786 7.160 23.219  0.1181
H19 14.601 8.782 23.749  0.1054
H20 16.017 7.865 24.261  0.0777
H21 15.210 9.303 20.296  0.0701
H22 13.921 8.988 21.445  0.0888
H23 14.838 7.603 20.736  0.1196
H24 17.286 12.613 22.234  0.0880
H25 18.285 12.565 23.748  0.1138
H26 16.484 12.618 23.867  0.0955
C13 13.638 20.535 18.056  -0.0222
C14 14.221 19.143 17.906  -0.3116
C15 15.254 19.005 16.850  -0.2216
O3 15.272 17.707 16.377  -0.2090
C16 15.421 17.494 14.976  -0.1315
N3 14.637 18.622 19.324  0.1751
H27 13.721 18.346 19.854  -0.0107
H28 15.124 17.758 19.224  0.1050
H29 15.172 19.284 19.915  0.1745
H30 13.082 20.753 17.138  0.1037
H31 14.400 21.309 18.263  0.1090
H32 12.901 20.465 18.867  0.0993
H33 13.420 18.456 17.676  0.1392
H34 16.258 19.331 17.199  0.1500
H35 14.935 19.700 16.075  0.1400
H36 15.406 16.410 14.816  0.0720
H37 16.366 17.916 14.633  0.0644
H38 14.606 17.947 14.415  0.0510
C17 19.736 15.613 18.004  -0.0278
C18 19.788 15.161 16.558  -0.3449
C19 18.935 16.016 15.704  -0.1777
O4 19.041 15.649 14.284  -0.2100
C20 19.006 16.858 13.468  -0.0541
N4 21.209 15.092 16.051  0.2509
H39 21.855 14.349 16.303  0.1818
H40 21.103 15.164 14.993  0.1959
H41 21.726 15.872 16.460  0.1784
H42 20.527 15.145 18.583  0.0981
H43 18.753 15.590 18.479  0.0998
H44 20.018 16.667 18.046  0.0985
H45 19.332 14.178 16.617  0.1536
H46 19.244 17.041 15.820  0.1325
H47 17.913 15.918 16.058  0.1367
H48 18.961 16.422 12.460  0.1027
H49 19.888 17.483 13.628  0.1010
H50 18.109 17.482 13.641  0.0754
C21 9.217 9.930 16.559  -0.0315
C22 7.969 10.326 15.707  -0.2796
C23 7.788 9.643 14.352  -0.2413
O5 7.539 8.367 14.676  -0.2109
C24 7.038 7.442 13.732  -0.0111
N5 6.726 9.945 16.489  0.2219
H51 6.863 10.029 17.505  0.1782
H52 5.926 10.556 16.147  0.2114
H53 6.533 8.973 16.227  0.1583
H54 10.081 10.290 16.045  0.0564
H55 9.285 8.847 16.788  0.1109
H56 9.206 10.527 17.497  0.0780
H57 7.985 11.414 15.540  0.1553
H58 8.705 9.855 13.797  0.1394
H59 6.986 10.088 13.749  0.1493
H60 5.982 7.607 13.711  0.0968
H61 7.281 6.466 14.135  0.1125
H62 7.429 7.659 12.758  0.0988
C25 13.187 14.777 11.131  -0.0490
C26 12.327 16.003 11.290  -0.3997
C27 12.006 16.866 10.055  -0.2007
O6 11.038 16.192 9.330  -0.2048
C28 10.371 17.049 8.373  -0.0362
N6 11.070 15.621 11.913  0.1410
H63 11.319 15.494 12.932  -0.0631
H64 10.363 16.351 11.868  0.1669
H65 10.718 14.835 11.345  0.1707
H66 13.249 14.058 11.988  0.0696
H67 14.198 15.099 10.822  0.0932
H68 12.766 14.159 10.246  0.1241
H69 12.782 16.661 12.033  0.0957
H70 12.878 16.984 9.414  0.1423
H71 11.662 17.864 10.345  0.1396
H72 11.066 17.567 7.740  0.0893
H73 9.876 17.861 8.940  0.1009
H74 9.638 16.446 7.817  0.1093
C29 11.346 12.448 17.300  -0.0475
C30 12.117 13.518 18.121  -0.2925
C31 13.447 14.013 17.584  -0.2252
O7 13.977 15.009 18.455  -0.2665
C32 14.720 14.491 19.564  -0.1501
N7 11.291 14.824 18.279  0.1638
H75 11.563 15.372 19.119  -0.0878
H76 11.446 15.510 17.449  0.1141
H77 10.311 14.707 18.474  0.1462
H78 11.817 11.441 17.422  0.0944
H79 11.382 12.834 16.225  0.1019
H80 10.252 12.353 17.456  0.0610
H81 12.310 13.226 19.154  0.1436
H82 13.211 14.504 16.613  0.0471
H83 14.160 13.185 17.444  0.1238
H84 15.065 13.487 19.296  0.0769
H85 14.069 14.409 20.438  0.0260
H86 15.549 15.098 19.850  0.0690
Br1 12.463 16.603 20.666  0.0289
Br2 12.143 16.345 14.792  -0.0469